{
  "formula": "C16H19F6N4O2PS2W",
  "method": "the ωB97M-V functional and the def2-TZVPD basis",
  "homo_energy_ev": [-17.790, -17.789],
  "relative_energy_ev": 1.986,
  "multiplicity": 2,
  "fmax_ev_per_a": 1.0,
  "lumo_ev": [-12.3, -12.6],
  "total_charge": 3,
  "orbital_gap_ev": [5.53, 5.14],
  "species": ["W", "C", "C", "C", "C", "C", "C", "C", "S", "O", "O", "N", "C", "C", "C", "C", "C", "N", "H", "H", "H", "H", "H", "H", "H", "H", "H", "H", "H", "S", "C", "N", "C", "C", "C", "N", "H", "H", "H", "H", "H", "H", "H", "H", "F", "P", "F", "F", "F", "F", "F"],
  "coordinates": [[0.107, 0.158, -0.231], [-4.708, 2.585, 5.696], [-3.653, 1.966, 4.861], [-3.091, 0.726, 5.206], [-2.081, 0.182, 4.453], [-1.653, 0.865, 3.288], [-2.215, 2.107, 2.914], [-3.187, 2.645, 3.705], [-0.439, 0.063, 2.468], [-1.110, -0.564, 1.069], [0.252, 1.128, 1.474], [1.447, -1.103, 0.583], [2.555, -0.454, 0.230], [3.891, -0.572, 0.637], [4.789, 0.334, 0.087], [4.367, 1.312, -0.816], [3.014, 1.401, -1.175], [2.164, 0.523, -0.669], [-4.962, 1.974, 6.558], [-5.609, 2.746, 5.097], [-4.382, 3.569, 6.043], [-3.439, 0.209, 6.090], [-1.619, -0.753, 4.747], [-1.856, 2.628, 2.036], [-3.612, 3.608, 3.456], [4.188, -1.331, 1.348], [5.836, 0.288, 0.362], [5.075, 2.014, -1.234], [2.635, 2.155, -1.855], [-0.877, -1.750, -1.232], [0.240, -2.280, -2.521], [-0.008, -1.960, -3.768], [0.713, -2.581, -4.900], [1.215, -3.948, -4.471], [2.017, -3.830, -3.187], [1.216, -3.093, -2.180], [-0.805, -1.368, -3.958], [1.532, -1.920, -5.190], [0.016, -2.647, -5.732], [1.843, -4.368, -5.255], [0.374, -4.628, -4.326], [2.955, -3.295, -3.343], [2.243, -4.806, -2.763], [1.273, -3.369, -1.209], [0.021, 0.831, -2.200], [-1.064, 2.385, -1.852], [0.130, 2.390, -0.625], [-1.751, 1.242, -0.786], [-2.023, 1.894, -2.941], [-1.855, 3.527, -1.223], [-0.108, 3.162, -2.765]],
  "atomic_forces_ev_per_a": [[0.945, -0.013, 0.103], [-0.103, 0.030, 0.080], [0.197, -0.072, -0.160], [-0.064, 0.125, -0.027], [0.156, 0.029, 0.030], [0.211, 0.038, 0.151], [-0.049, -0.066, -0.208], [-0.062, -0.095, 0.129], [-0.800, -0.128, -0.407], [-0.142, -0.270, 0.484], [0.153, 0.098, 0.227], [-0.032, -0.012, -0.180], [-0.154, 0.085, -0.349], [-0.009, -0.052, -0.016], [0.044, 0.010, -0.005], [0.055, -0.026, 0.013], [-0.131, -0.134, 0.014], [0.320, 0.501, 0.186], [-0.013, 0.008, -0.003], [0.012, 0.020, 0.022], [-0.019, -0.006, -0.019], [0.000, 0.008, 0.011], [0.002, -0.004, 0.003], [-0.012, 0.013, 0.008], [-0.003, 0.007, 0.006], [-0.014, -0.013, 0.004], [0.000, -0.008, 0.015], [-0.015, 0.015, -0.018], [0.014, 0.019, 0.013], [-0.135, -0.303, 0.327], [-0.092, 0.179, -0.224], [-0.024, -0.011, 0.065], [0.031, -0.002, -0.036], [0.010, 0.004, -0.005], [0.024, -0.025, -0.009], [-0.063, 0.019, 0.014], [0.013, 0.015, 0.002], [-0.008, -0.010, -0.017], [0.002, -0.004, 0.007], [0.008, 0.006, 0.004], [-0.005, 0.001, -0.002], [-0.005, -0.010, -0.007], [0.009, 0.007, -0.007], [0.003, 0.007, 0.001], [-0.022, -0.315, 0.056], [-0.290, 0.202, 0.193], [-0.074, -0.065, -0.049], [-0.113, 0.196, -0.195], [0.140, 0.027, -0.092], [0.074, 0.033, -0.100], [0.027, -0.057, -0.033]],
  "lowdin_spin": [-0.05, 0.00, 0.00, 0.00, 0.00, 0.00, 0.00, 0.00, 0.00, 0.01, 0.03, 0.40, 0.03, 0.16, -0.02, 0.18, 0.05, 0.09, 0.00, 0.00, 0.00, 0.00, 0.00, 0.00, 0.00, 0.01, 0.00, 0.01, 0.00, 0.09, 0.01, 0.00, 0.00, 0.00, 0.00, 0.00, 0.00, 0.00, 0.00, 0.00, 0.00, 0.00, 0.00, 0.00, 0.00, 0.00, 0.00, 0.00, 0.00, 0.00, 0.00]
}